59
Properties=species:S:1:pos:R:3:lowdin_charge:R:1 method="wB97M-V/def2-TZVPD" gap_ev="6.98 / 6.88" multiplicity=2 e_above_lowest_kj_mol=126.42 total_charge=-1
Ru -0.1344 0.4443 3.2681 0.849
C -4.3249 1.5388 -0.5240 -0.076
N -3.4542 1.8764 0.5849 -0.129
C -2.1395 2.1240 0.6517 -0.213
N -1.7801 2.3464 1.9027 0.018
C -2.9526 2.2465 2.5765 -0.233
N -3.9867 1.9534 1.8190 0.111
C -3.6614 0.9993 -1.7706 -0.186
C -4.2817 1.2801 -2.9854 -0.043
C -3.8146 0.7344 -4.1704 -0.068
C -2.6901 -0.0708 -4.1616 -0.019
C -2.0457 -0.3357 -2.9558 -0.128
C -2.5411 0.1779 -1.7605 0.027
C -0.8219 -1.1317 -3.0049 -0.325
N -0.5065 -2.0574 -3.8487 0.118
N 0.7796 -2.4406 -3.5481 0.125
C 1.1516 -1.7221 -2.5421 -0.301
O 0.1762 -0.8778 -2.1271 0.118
C 2.4610 -1.6371 -1.9038 -0.130
C 3.3617 -2.7122 -1.9081 -0.026
C 4.6016 -2.5605 -1.3190 -0.068
C 4.9511 -1.3647 -0.6976 -0.035
C 4.0569 -0.3089 -0.6835 -0.200
C 4.3522 0.9739 0.0697 -0.072
N 3.1849 1.3541 0.8382 -0.130
C 2.5420 0.5971 1.7303 -0.131
N 1.3345 1.0899 1.9261 -0.046
C 1.2896 2.1868 1.1183 -0.172
N 2.3870 2.3651 0.4269 0.119
C 2.8159 -0.4412 -1.2998 0.033
H -4.9055 2.4260 -0.7878 0.124
H -5.0261 0.8009 -0.1300 0.137
H -1.4885 2.0728 -0.2045 0.125
H -3.0127 2.3454 3.6477 0.112
H -5.1508 1.9274 -2.9976 0.110
H -4.3169 0.9545 -5.1030 0.103
H -2.2886 -0.4890 -5.0738 0.114
H -2.0588 -0.0808 -0.8255 0.083
H 3.0516 -3.6692 -2.3101 0.119
H 5.2891 -3.3945 -1.2880 0.106
H 5.9073 -1.2710 -0.1983 0.110
H 4.5480 1.8115 -0.5990 0.130
H 5.2118 0.8488 0.7284 0.127
H 2.9311 -0.2945 2.1913 0.105
H 0.4459 2.8540 1.1012 0.096
H 2.1162 0.3838 -1.2831 0.123
S -1.6287 -0.7406 1.9958 0.679
C -0.6245 -1.9996 1.2728 -0.685
C -1.1131 -2.6563 0.1304 -0.281
N -1.5356 -3.1527 -0.8212 0.198
C 0.5456 -2.3421 1.8969 -0.704
S 1.0075 -1.5662 3.3915 0.698
C 1.3859 -3.3241 1.3075 -0.258
N 2.0927 -4.0708 0.7705 0.172
O 0.9804 0.5746 5.3618 -0.444
S -0.3442 1.2345 5.5932 0.245
O -0.6273 1.6156 6.9433 -0.303
O -0.3728 2.3500 4.5839 -0.439
O -1.3299 0.2236 5.0039 -0.488


56
Properties=species:S:1:pos:R:3:lowdin_charge:R:1 method="wB97M-V/def2-TZVPD" gap_ev="6.66 / 4.05" multiplicity=2
Zn -1.3242 0.2163 0.0849 0.641
O 5.6538 0.8958 -1.1774 -0.058
C 5.1750 0.7783 -0.0070 -0.621
O 5.6811 0.7556 1.1546 -0.056
C 3.5792 0.6271 -0.0048 -0.032
C 2.8653 0.6716 1.2213 0.081
C 1.4848 0.5413 1.2070 -0.203
N 0.7779 0.2806 0.0812 0.091
C 1.4427 0.3574 -1.1058 -0.193
C 2.8626 0.4696 -1.1910 0.084
C 0.6407 0.4347 -2.2761 -0.212
C 1.1749 0.7550 -3.5515 0.029
C 0.3223 0.9218 -4.6290 -0.036
C -1.0580 0.9073 -4.4227 -0.048
C -1.5044 0.5733 -3.1630 -0.124
N -0.6931 0.2868 -2.1349 0.072
C 0.7147 0.6019 2.4429 -0.225
C 1.3062 0.6823 3.7141 0.005
C 0.4901 0.7484 4.8158 -0.046
C -0.9022 0.8530 4.6733 -0.045
C -1.3973 0.8280 3.3887 -0.122
N -0.6258 0.5918 2.3099 0.062
H 3.3744 0.8893 2.1719 0.122
H 3.3286 0.4125 -2.1694 0.111
H 2.2575 0.8689 -3.6694 0.120
H 0.7337 1.1374 -5.6258 0.124
H -1.7827 1.0866 -5.2249 0.116
H -2.5738 0.5020 -2.9128 0.113
H 2.3769 0.5059 3.8528 0.124
H 0.9094 0.7120 5.8286 0.121
H -1.5778 0.8410 5.5412 0.117
H -2.4766 0.8921 3.2073 0.114
F -1.5522 2.7786 1.0031 -0.231
P -0.9923 3.9482 -0.0478 0.246
F -0.0380 2.7622 -0.6930 -0.171
F 0.1620 4.3251 1.0291 -0.148
F -2.1921 3.4766 -1.0872 -0.203
F -0.4269 5.0185 -1.1167 -0.138
F -1.9931 5.0330 0.6280 -0.157
N -4.0082 1.6432 0.0498 0.227
C -3.1139 0.9203 0.1360 -0.028
H -4.4467 2.5690 -0.1015 0.156
Cl 0.2278 -2.7981 2.2774 0.780
C -0.2645 -3.5549 0.8054 -0.579
C 0.2950 -4.8096 0.5399 -0.103
C -0.0325 -5.4911 -0.6123 -0.057
C -0.9377 -4.9358 -1.5315 -0.063
C -1.5262 -3.7108 -1.2535 -0.019
C -1.2512 -2.9937 -0.0450 -0.272
C -2.0092 -1.8124 0.3414 -0.077
H 0.9965 -5.2398 1.2966 0.126
H 0.4295 -6.4814 -0.7733 0.125
H -1.1616 -5.4502 -2.4807 0.119
H -2.2731 -3.2976 -1.9467 0.124
H -2.2218 -1.7766 1.3970 0.062
H -2.9055 -1.7483 -0.2444 0.056


49
Properties=species:S:1:pos:R:3:lowdin_charge:R:1 method="wB97M-V/def2-TZVPD" gap_ev=5.72 e_above_lowest_kj_mol=23.95 total_charge=-1
Sc 0.0643 -0.0434 0.8196 0.953
O 0.9202 -4.1945 0.4003 0.010
C 0.8138 -2.9671 0.3289 -0.478
N -0.2485 -2.1733 0.3766 0.010
C -1.5774 -2.6056 0.5016 -0.197
C -1.9746 -3.9346 0.6261 -0.025
C -3.3208 -4.2627 0.7405 -0.117
C -4.2801 -3.2682 0.7328 -0.117
C -3.9075 -1.9330 0.6163 -0.026
C -2.5648 -1.5772 0.5051 -0.192
N -2.0786 -0.2577 0.4168 0.011
C -2.8528 0.8252 0.4453 -0.475
O -4.0825 0.9345 0.4734 0.006
C -2.0610 2.1374 0.4468 -0.170
C -2.7588 3.3165 0.6837 0.004
C -2.0614 4.5073 0.7181 -0.054
C -0.6867 4.4922 0.5197 -0.062
C -0.0692 3.2786 0.3010 -0.122
N -0.7373 2.1228 0.2554 0.038
C 2.1212 -2.1849 0.1330 -0.165
C 3.3193 -2.8815 0.2117 0.006
C 4.5047 -2.1977 0.0189 -0.051
C 4.4652 -0.8370 -0.2477 -0.060
C 3.2335 -0.2149 -0.2936 -0.125
N 2.0827 -0.8671 -0.1151 0.041
H -1.2134 -4.6986 0.6329 0.089
H -3.6083 -5.3030 0.8385 0.088
H -5.3307 -3.5188 0.8234 0.088
H -4.6495 -1.1519 0.6170 0.088
H -3.8248 3.2465 0.8388 0.115
H -2.5746 5.4415 0.9097 0.105
H -0.0992 5.3989 0.5548 0.101
H 1.0051 3.2174 0.1748 0.105
H 3.2692 -3.9385 0.4258 0.116
H 5.4544 -2.7139 0.0838 0.106
H 5.3679 -0.2607 -0.3938 0.102
H 3.1604 0.8518 -0.4705 0.108
N 0.5318 0.3673 2.6041 -0.140
C 1.5232 0.7714 3.4140 -0.473
C 2.5613 1.6567 2.9998 -0.092
C 3.5830 2.0558 3.8460 -0.154
C 3.6421 1.6172 5.1636 -0.166
C 2.6297 0.7658 5.6117 -0.145
C 1.6061 0.3620 4.7793 -0.075
H 2.5441 2.0324 1.9789 0.066
H 4.3479 2.7267 3.4646 0.082
H 4.4418 1.9294 5.8237 0.071
H 2.6427 0.4102 6.6377 0.084
H 0.8291 -0.2996 5.1439 0.089


63
Properties=species:S:1:pos:R:3:lowdin_charge:R:1 method="wB97M-V/def2-TZVPD" gap_ev="4.34 / 5.03" multiplicity=2 e_above_lowest_kj_mol=0.00 total_charge=-2
Ru -0.5088 -1.0263 -0.6994 0.752
O -5.1965 -1.3012 5.1998 0.042
N -5.2496 -1.3092 3.9809 -0.344
O -6.3048 -1.2964 3.3703 0.050
C -3.9910 -1.2655 3.2260 -0.072
C -2.8626 -1.3301 3.9803 0.070
C -1.5744 -1.3014 3.3924 -0.130
C -0.3693 -1.3776 4.1241 0.001
C 0.8132 -1.3367 3.4448 -0.011
C 0.8052 -1.2069 2.0438 -0.084
N -0.3122 -1.1406 1.3501 0.008
C -1.4908 -1.1927 2.0066 -0.134
C -2.6730 -1.1428 1.2029 -0.116
N -2.4474 -1.0708 -0.1424 -0.051
C -3.4980 -1.0093 -0.9474 -0.103
C -4.8012 -1.0157 -0.4575 -0.044
C -5.0486 -1.0970 0.8915 -0.014
C -3.9573 -1.1689 1.7791 -0.058
H -2.9584 -1.4035 5.0538 0.125
H -0.4009 -1.4541 5.2045 0.113
H 1.7696 -1.3597 3.9467 0.117
H 1.7215 -1.1645 1.4726 0.093
H -3.2708 -0.9560 -2.0036 0.083
H -5.6230 -0.9609 -1.1589 0.102
H -6.0576 -1.1074 1.2607 0.089
O 4.2609 -0.9972 -0.3198 -0.264
As 3.0268 -0.2326 -1.3023 0.854
O 3.4898 -0.2919 -2.8731 -0.491
O 1.5775 -0.9498 -0.9554 -0.592
C 3.1591 1.6704 -0.7748 -0.208
C 3.3748 2.4570 -1.9068 -0.125
C 3.5640 3.8276 -1.8219 -0.108
C 3.5539 4.4411 -0.5808 -0.101
C 3.3600 3.6747 0.5571 -0.081
C 3.1581 2.2995 0.4789 -0.240
S 2.8616 1.5138 2.0810 0.447
O 3.4662 2.4093 3.0528 -0.361
O 3.5286 0.2050 2.0335 -0.377
O 1.4162 1.4018 2.2003 -0.343
H 4.1734 -0.6441 0.5931 -0.013
H 3.4109 1.9459 -2.8624 0.083
H 3.7227 4.4069 -2.7248 0.093
H 3.7035 5.5113 -0.4902 0.090
H 3.3650 4.1278 1.5388 0.098
C 0.1387 3.0791 -2.8689 -0.153
C -0.1513 1.6561 -2.4513 -0.782
S -0.4278 1.3802 -0.7974 0.688
C -0.2103 0.6505 -3.4060 -0.766
C 0.1494 0.9254 -4.8444 -0.144
S -0.6778 -0.9387 -3.0306 0.711
H 0.3349 3.6959 -1.9937 0.053
H -0.7101 3.5074 -3.4144 0.071
H 1.0116 3.1312 -3.5222 0.063
H -0.2072 1.8985 -5.1887 0.059
H -0.2633 0.1503 -5.4895 0.049
H 1.2392 0.8990 -4.9459 0.081
F -1.1737 -3.6375 0.4195 -0.034
C -0.5601 -3.0881 -0.7363 -0.444
F -1.3545 -3.6161 -1.7655 -0.057
C 0.7359 -3.9057 -0.8364 -0.606
F 0.4998 -5.2492 -0.8057 0.096
F 1.3913 -3.6663 -1.9687 0.142
F 1.5495 -3.6533 0.2008 0.128


59
Properties=species:S:1:pos:R:3:lowdin_charge:R:1 method="wB97M-V/def2-TZVPD" gap_ev=6.26 e_above_lowest_kj_mol=119.39
Ti -0.1835 0.1099 0.9219 0.706
C -1.1891 -3.9188 3.1681 -0.123
C -0.4542 -2.8319 2.4337 -0.746
S -0.8652 -1.1930 2.8611 0.762
C 0.5359 -3.0452 1.5434 -0.794
C 0.9756 -4.3928 1.0681 -0.124
S 1.3781 -1.6908 0.8188 0.699
H -2.0199 -3.4857 3.7203 0.055
H -0.5229 -4.3976 3.8874 0.083
H -1.5731 -4.6745 2.4833 0.077
H 0.6035 -5.1825 1.7138 0.070
H 2.0619 -4.4290 1.0365 0.070
H 0.6095 -4.5556 0.0524 0.060
O -6.1269 -0.4408 -0.7083 0.104
C -4.8569 -0.4106 -0.2933 -0.294
C -4.3854 0.4619 0.6984 0.037
C -3.0550 0.4307 1.0480 -0.115
N -2.1675 -0.4061 0.4886 -0.134
C -2.6281 -1.2431 -0.4430 -0.647
Br -1.3936 -2.4653 -1.1807 0.928
C -3.9430 -1.2976 -0.8636 -0.018
H -6.6666 0.2114 -0.2425 0.126
H -5.0548 1.1557 1.1854 0.124
H -2.6600 1.0802 1.8235 0.121
H -4.2602 -2.0075 -1.6103 0.118
Cl -0.5618 2.4411 5.0219 0.736
C 0.8517 2.3827 4.0490 -0.574
C 2.0737 2.8400 4.5474 -0.109
C 3.2212 2.7668 3.7928 -0.603
Cl 4.7063 3.3470 4.4613 0.708
C 3.2073 2.2094 2.4944 -0.156
C 4.3188 2.0593 1.6410 0.006
C 4.1449 1.4471 0.4243 -0.016
C 2.8757 0.9809 0.0524 -0.121
N 1.8111 1.1189 0.8150 0.001
C 1.9607 1.7325 2.0114 -0.129
C 0.7556 1.8352 2.7708 -0.362
O -0.3257 1.3862 2.2194 -0.262
H 2.1075 3.2466 5.5462 0.109
H 5.2858 2.4248 1.9550 0.100
H 4.9749 1.3124 -0.2522 0.113
H 2.7499 0.4589 -0.8899 0.107
F 2.8212 -1.0092 -4.3359 0.083
C 1.7322 -0.2645 -4.5928 -0.168
C 1.0700 0.3188 -3.5743 0.052
N -0.0381 1.0851 -3.7749 0.019
C -0.7190 1.8005 -2.7123 -0.002
C -0.6136 1.2474 -1.2895 -0.601
O -1.0949 1.9328 -0.3802 0.036
O -0.0719 0.1321 -1.0526 -0.248
C -0.5069 1.3414 -5.0568 -0.475
O -1.4790 2.0287 -5.2590 0.091
N 0.2215 0.7596 -6.0639 0.216
C 1.3534 -0.0568 -5.9842 -0.403
O 1.8940 -0.4774 -6.9745 0.111
H 1.3691 0.1447 -2.5521 0.120
H -1.7826 1.8426 -2.9803 0.146
H -0.3666 2.8399 -2.6845 0.154
H -0.1051 0.9630 -7.0034 0.174


52
Properties=species:S:1:pos:R:3:lowdin_charge:R:1 method="wB97M-V/def2-TZVPD" gap_ev="6.74 / 6.74" e_above_lowest_kj_mol=0.00 total_charge=+1
Ce 0.4061 -0.9479 -0.6846 0.902
O 0.3485 -5.0600 0.7919 0.140
C 0.0263 -3.9875 0.3310 -0.517
O 0.8329 -2.8967 0.3615 -0.212
C -1.0743 -3.9392 -0.5919 -0.155
C -1.7395 -5.1306 -1.0242 0.057
C -2.7900 -5.0325 -1.9512 -0.019
C -3.1826 -3.7686 -2.3643 -0.021
C -2.4519 -2.6217 -1.9882 -0.046
N -1.3771 -2.7141 -1.1441 0.008
H -1.4357 -6.1274 -0.6211 0.146
H -3.2165 -5.9523 -2.3609 0.128
H -3.9609 -3.6823 -3.0781 0.104
H -2.7936 -1.5898 -2.1647 0.135
O 1.4125 -1.6614 -4.7105 0.152
C 1.4915 -1.2743 -3.5608 -0.544
O 0.5350 -0.7774 -2.8296 -0.181
C 2.7491 -1.3443 -2.8070 -0.124
C 4.0082 -1.4800 -3.4166 0.056
C 5.2174 -1.4519 -2.6663 0.027
C 5.0523 -1.4176 -1.2703 -0.012
C 3.7764 -1.4770 -0.7114 -0.063
N 2.6303 -1.3218 -1.4113 -0.025
H 4.0758 -1.5778 -4.5014 0.136
H 6.1759 -1.5554 -3.1210 0.115
H 5.8596 -1.3294 -0.5937 0.106
H 3.7316 -1.6204 0.3727 0.142
S 0.0739 -0.0976 1.9514 0.427
P -0.7058 1.6051 1.1294 0.226
S -0.8432 1.6162 -0.8937 0.403
C 0.5177 2.9286 1.4247 -0.386
C 1.7701 2.8432 0.8262 -0.109
C 2.7981 3.7721 1.1836 -0.068
C 2.5715 4.7774 2.0975 -0.083
C 1.2789 4.9210 2.5969 -0.076
C 0.2639 4.0192 2.2947 -0.067
C -2.2367 2.0179 1.9228 -0.429
C -2.9630 3.1233 1.5014 -0.099
C -4.3233 3.1891 1.7845 -0.063
C -4.9093 2.3100 2.6965 -0.056
C -4.1059 1.2932 3.2270 -0.054
C -2.7599 1.1368 2.8297 -0.102
H 1.9394 2.1358 0.0316 0.073
H 3.7769 3.6467 0.6556 0.121
H 3.3745 5.5199 2.3332 0.129
H 1.0455 5.7898 3.2676 0.128
H -0.7466 4.2028 2.6460 0.099
H -2.4402 3.9069 0.9330 0.122
H -4.9523 3.9208 1.2353 0.125
H -5.9821 2.3327 2.9591 0.122
H -4.5570 0.5924 3.9130 0.106
H -2.1923 0.2360 3.1690 0.079


| no. | E (hartree) |
| --- | --- |
| 1 | -3137.521573 |
| 2 | -4474.513307 |
| 3 | -2109.977271 |
| 4 | -5716.252587 |
| 5 | -6836.159452 |
| 6 | -2948.637453 |